No. 1
Computed, not measured: a structure of composition C37H52N10PS2Sr, with ωB97M-V/def2-TZVPD.

The geometry in XYZ format:
```
103
Properties=species:S:1:pos:R:3:forces:R:3
Sr -0.0008 0.5117 0.3893 0.00 -0.03 -0.02
C 3.2888 2.4900 1.2489 0.00 0.02 -0.03
C 2.5342 1.3243 1.8408 -0.08 0.06 0.03
C 1.4879 1.5761 2.7452 -0.02 -0.02 0.04
C 1.1038 3.0017 3.0650 0.01 0.02 0.03
C 0.8014 0.5069 3.3470 0.07 0.07 0.03
C -0.2405 0.8038 4.3983 0.06 0.00 0.02
C 1.1212 -0.8197 3.0074 -0.04 0.02 0.01
C 0.3447 -1.9683 3.6077 0.01 -0.03 -0.02
C 2.1789 -1.0653 2.1186 -0.03 -0.02 -0.07
C 2.6208 -2.4811 1.8359 0.00 0.00 0.03
C 2.8658 0.0024 1.5147 0.00 -0.10 -0.02
C 3.9717 -0.2872 0.5256 0.02 0.02 0.03
H 3.4717 3.2495 2.0087 0.00 0.01 0.00
H 2.7175 2.9634 0.4440 0.01 0.01 0.01
H 4.2494 2.1908 0.8391 -0.01 0.00 0.02
H 1.7371 3.4055 3.8623 -0.01 0.00 0.00
H 0.0711 3.0868 3.4003 -0.01 -0.01 0.00
H 1.2153 3.6441 2.1933 0.00 0.00 -0.01
H -1.2023 1.0824 3.9649 -0.07 0.02 -0.01
H 0.0645 1.6461 5.0166 -0.02 0.00 0.00
H -0.4059 -0.0468 5.0533 0.01 0.00 0.00
H 0.8330 -2.3435 4.5128 0.00 0.00 0.00
H 0.2308 -2.7889 2.9027 0.00 0.01 0.00
H -0.6679 -1.6756 3.8694 0.00 0.00 0.00
H 2.2825 -2.8209 0.8543 0.00 0.01 0.01
H 2.2313 -3.1759 2.5741 0.01 0.00 -0.01
H 3.7084 -2.5542 1.8539 0.01 0.01 -0.01
H 4.9426 -0.3389 1.0288 0.00 0.01 -0.01
H 4.0308 0.4801 -0.2442 0.02 -0.01 -0.03
H 3.8159 -1.2415 0.0262 -0.01 -0.01 0.00
N -1.3969 4.2486 -2.5724 -0.02 -0.08 -0.04
C -1.2564 3.1161 -1.7410 0.07 0.13 0.06
S -0.0590 3.3150 -0.4503 0.03 -0.05 -0.06
N -1.9772 2.0982 -2.0234 -0.02 -0.04 -0.01
N -1.7516 0.9512 -1.2727 0.22 0.00 0.01
C -2.4440 -0.1115 -1.6992 0.00 -0.07 0.00
C -2.3165 -1.3723 -1.1677 -0.02 -0.04 -0.03
C -2.9521 -2.5338 -1.7579 -0.01 0.05 -0.01
C -2.8119 -3.8627 -1.5831 0.01 -0.02 0.02
C -0.9291 -3.8543 0.1412 0.00 0.01 -0.03
C 0.1097 -3.1353 -0.6712 -0.01 0.00 0.03
N -0.0652 -1.8808 -0.7988 -0.03 0.09 0.02
H -1.2313 5.1185 -2.0912 0.00 0.00 0.02
H -2.2684 4.2286 -3.0847 0.00 0.02 0.00
H -3.1139 0.0241 -2.5489 -0.01 0.02 0.01
H -3.6984 -2.2516 -2.4984 0.00 0.00 0.00
H -3.4829 -4.4776 -2.1800 0.00 0.01 0.00
H -0.4617 -4.5193 0.8750 0.01 0.00 0.01
H 0.9795 -3.5969 -1.1309 0.00 0.01 -0.01
C -2.3554 5.2235 1.8806 0.01 0.05 0.06
N -2.8948 3.8828 1.9653 0.01 -0.04 -0.11
C -3.2606 3.1180 0.8661 0.05 0.06 -0.04
C -3.6498 1.9163 1.3184 -0.06 -0.04 -0.02
N -3.5225 1.9636 2.6985 -0.03 -0.01 -0.01
C -3.0605 3.1722 3.1066 0.05 0.00 0.20
S -2.7511 3.6380 4.7026 -0.02 0.00 -0.14
H -3.1454 5.9312 1.6250 0.00 0.01 0.00
H -1.5675 5.2475 1.1254 -0.06 -0.07 0.04
H -1.9497 5.4821 2.8562 0.00 -0.01 -0.01
H -3.1602 3.4726 -0.1435 0.02 -0.01 0.00
H -3.9603 1.0385 0.7812 0.01 -0.01 0.02
H -3.7632 1.2336 3.3459 0.03 0.00 0.02
C 3.2630 1.6395 -5.3396 -0.01 -0.01 0.01
N 3.5753 0.3382 -4.7468 0.04 0.01 0.00
C 4.1178 0.5651 -3.4106 -0.02 0.02 0.00
N 3.2625 1.3667 -2.5408 -0.01 -0.08 0.06
C 2.9645 2.6358 -3.2122 -0.05 -0.01 -0.01
N 2.3760 2.4710 -4.5379 0.01 0.02 0.01
C 1.0286 1.8902 -4.4485 0.01 0.01 -0.01
P 0.9624 0.1878 -3.6866 -0.09 0.02 -0.05
C 2.3778 -0.5066 -4.6856 -0.01 -0.01 0.01
C 2.0122 0.6618 -2.2200 0.14 -0.04 -0.01
H 2.8111 1.4795 -6.3212 0.00 -0.01 0.00
H 4.2051 2.1792 -5.4742 0.00 0.00 0.00
H 5.0719 1.0894 -3.5190 0.00 0.00 0.00
H 4.3053 -0.4012 -2.9341 -0.01 0.00 0.00
H 3.9034 3.1863 -3.3197 0.00 0.00 -0.01
H 2.2796 3.2110 -2.5858 0.00 0.01 0.01
H 0.6013 1.8331 -5.4538 0.01 0.02 -0.01
H 0.3854 2.5596 -3.8688 0.02 -0.04 -0.01
H 2.0267 -0.6902 -5.7049 -0.01 -0.01 0.00
H 2.6545 -1.4799 -4.2699 0.00 -0.01 0.00
H 2.2439 -0.2340 -1.6233 -0.10 0.12 -0.10
H 1.4172 1.3719 -1.6349 -0.07 -0.03 0.08
C -3.0174 -1.3814 2.3090 0.01 -0.05 -0.03
C -2.4996 -2.6868 1.7563 -0.04 0.01 0.07
C -3.0416 -3.8862 2.2649 -0.02 0.00 -0.01
C -3.1417 -5.1159 1.5554 0.00 0.01 -0.03
C -2.7469 -5.5095 0.3093 -0.01 -0.01 0.02
C -1.9333 -4.7229 -0.6877 0.03 0.03 0.00
C -1.1633 -5.7108 -1.5799 -0.01 -0.01 0.00
C -1.5814 -2.6744 0.7566 0.03 -0.01 -0.03
N -1.3287 -1.5482 -0.1181 -0.03 -0.02 0.02
H -3.2849 -1.4984 3.3633 0.01 -0.01 0.01
H -3.9190 -1.0757 1.7691 0.01 0.03 0.00
H -2.2811 -0.5726 2.2249 -0.01 0.00 -0.02
H -3.5558 -3.8342 3.2201 0.00 0.00 0.00
H -3.6688 -5.8905 2.1115 0.00 0.00 0.00
H -2.9801 -6.5300 0.0158 0.01 0.00 0.01
H -1.8634 -6.3738 -2.0938 0.01 0.00 0.00
H -0.4972 -6.3316 -0.9725 0.00 0.00 0.00
H -0.5771 -5.1932 -2.3434 0.00 0.00 0.00
```
Positions in Å, forces in eV/Å.

The value obtained for the largest force on an atom is 0.22 eV/Å. Its LUMO energy is 2.094 eV. Its HOMO-LUMO gap is 4.70 eV. The net charge is -1. As for the spin multiplicity: 1. As for the molar mass: 819.62 g/mol.

***

No. 2
Computed, not measured: a cluster of 2 separate species, CH4Br2O in total, with ωB97M-V/def2-TZVPD.

The geometry in XYZ format:
```
8
Properties=species:S:1:pos:R:3:forces:R:3
Br 1.0065 -3.8281 -1.0707 0.03 1.01 0.40
C 0.9458 -1.8663 -0.7970 1.39 0.14 -0.07
Br -0.7937 -1.1684 -0.6193 -0.80 0.17 -0.26
H 1.4362 -1.4952 0.1234 0.04 -1.04 -0.54
H 1.4853 -1.4362 -1.6627 -0.67 -0.28 0.47
O -0.9902 3.3612 1.2202 -1.14 -0.29 0.38
H -1.8459 3.7054 0.8771 0.91 -0.40 0.40
H -1.2440 2.7275 1.9289 0.23 0.69 -0.78
```
Positions in Å, forces in eV/Å.

The value obtained for the largest force on an atom is 1.40 eV/Å. Its LUMO energy is 0.414 eV. Its HOMO-LUMO gap is 10.80 eV. As for the structure (SMILES): BrCBr.O. As for the spin multiplicity: 1. As for the molar mass: 191.85 g/mol.

***

No. 3
Computed, not measured: a cluster of 3 separate species, C2H12N2O2 in total, with ωB97M-V/def2-TZVPD.

The geometry in XYZ format:
```
18
Properties=species:S:1:pos:R:3:forces:R:3
C -0.8929 -0.5158 0.5954 -1.13 -0.18 -0.17
C 0.0520 0.3360 1.3891 1.56 -0.26 0.80
N -0.3789 1.7236 1.5893 0.02 -0.16 -0.04
N -0.5597 -1.9432 0.5620 0.25 -0.52 0.31
H -1.8803 -0.3612 1.0469 -0.06 -0.15 0.08
H -1.0202 -0.1823 -0.4340 0.34 0.40 0.00
H 0.2469 -0.1471 2.3625 -0.78 0.06 0.18
H 1.0924 0.2709 1.0305 -0.28 0.22 -0.85
H -0.9352 2.0072 0.7966 -0.32 -0.15 -0.35
H 0.4327 2.3074 1.4436 0.24 0.15 0.19
H 0.2842 -2.1386 1.0862 0.08 0.09 -0.11
H -1.2716 -2.5564 0.9479 -0.02 0.43 -0.03
H -0.0122 2.1934 -2.4216 0.44 -0.38 0.35
H 0.8783 1.2658 -1.4585 -0.08 0.36 -0.54
O 0.0690 1.8138 -1.5140 -0.37 0.09 0.20
H 0.5937 -0.9682 -1.8834 0.59 -0.31 -0.09
H 1.2560 -2.3702 -1.9590 -0.03 0.62 0.11
O 1.4680 -1.4172 -1.9274 -0.47 -0.28 -0.04
```
Positions in Å, forces in eV/Å.

The value obtained for the largest force on an atom is 1.78 eV/Å. Its LUMO energy (alpha / beta) is 3.860 / 3.677 eV. Its HOMO-LUMO gap (alpha / beta) is 2.91 / 9.65 eV. The net charge is -1. As for the expectation value of S²: 0.750. As for the spin multiplicity: 2. As for the molar mass: 96.13 g/mol.

***

No. 4
Computed, not measured: a structure of composition C3H2FO2Sc, with ωB97M-V/def2-TZVPD.

The geometry in XYZ format:
```
9
Properties=species:S:1:pos:R:3:forces:R:3
O 0.4044 -1.3066 -0.7725 1.78 1.33 2.82
C -1.9115 -0.7516 -2.1986 -0.84 2.16 1.13
C 0.4834 -0.7280 0.3122 -3.91 -2.62 -3.35
O -2.2180 0.2091 -1.6469 0.74 -2.15 -1.20
C 0.3730 0.6851 0.5250 2.83 1.12 1.44
F 0.1182 -1.4736 1.4278 1.16 0.73 -0.20
H 0.4077 1.3033 -0.3788 -0.56 -0.31 0.24
H -0.2454 0.9666 1.3842 -0.06 0.05 -0.48
Sc 2.5881 1.0957 1.3476 -1.13 -0.33 -0.40
```
Positions in Å, forces in eV/Å.

The value obtained for the largest force on an atom is 5.78 eV/Å. Its LUMO energy (alpha / beta) is -6.833 / -6.838 eV. Its HOMO-LUMO gap (alpha / beta) is 6.66 / 6.89 eV. The net charge is +1. As for the expectation value of S²: 0.754. As for the spin multiplicity: 2. As for the molar mass: 134.00 g/mol.

***

No. 5
Computed, not measured: a cluster of 2 separate species, C2H4N2 in total, with ωB97M-V/def2-TZVPD.

The geometry in XYZ format:
```
8
Properties=species:S:1:pos:R:3:forces:R:3
C -1.8212 0.1374 -0.0033 -0.53 -1.40 -0.01
C 1.4921 0.3100 -0.0124 0.19 0.79 0.04
N 2.7097 0.3876 0.0009 0.07 -0.58 0.00
N -1.2704 1.2272 -0.0096 0.58 0.99 0.02
H -2.9047 0.0220 0.1198 -0.11 0.24 0.01
H -1.3087 -0.8353 -0.1180 0.21 0.23 0.01
H 0.9028 -0.5899 -0.0593 -0.22 -0.59 -0.05
H 3.2347 1.2495 0.0594 -0.17 0.33 -0.01
```
Positions in Å, forces in eV/Å.

The value obtained for the largest force on an atom is 1.50 eV/Å. Its LUMO energy (alpha / beta) is 0.413 / -0.265 eV. Its HOMO-LUMO gap (alpha / beta) is 10.10 / 7.56 eV. As for the spin multiplicity: 1. As for the molar mass: 56.07 g/mol.

***

No. 6
Computed, not measured: a structure of composition C14H13FIN4ReS, with ωB97M-V/def2-TZVPD.

The geometry in XYZ format:
```
35
Properties=species:S:1:pos:R:3:forces:R:3
Re 0.2327 0.9082 -0.7389 -0.18 -0.61 0.46
N 3.8701 -1.3910 -1.3596 0.03 -0.01 0.01
C 2.6433 -0.8777 -1.3983 -0.16 0.05 0.08
S 2.4506 0.8197 -0.8701 0.20 0.26 -0.32
N 1.6427 -1.5664 -1.8556 0.18 -0.20 0.08
N 0.4674 -0.8797 -1.7850 -0.17 -0.08 -0.05
C -0.5270 -1.3481 -2.4610 0.04 0.10 -0.07
C -1.7187 -0.5396 -2.4447 0.00 -0.05 0.11
C -2.8994 -0.8869 -3.0810 0.01 -0.02 0.01
C -3.9945 -0.0509 -2.9667 0.01 0.02 0.02
C -3.8753 1.1158 -2.2227 -0.01 -0.02 -0.01
C -2.6664 1.4264 -1.6363 0.01 0.05 -0.04
N -1.5943 0.6186 -1.7412 0.08 0.23 -0.23
H 4.6569 -0.8326 -1.0786 -0.01 0.00 0.00
H 4.0290 -2.3261 -1.6994 0.00 0.00 0.00
H -0.4273 -2.2624 -3.0314 0.00 0.01 -0.02
H -2.9442 -1.8077 -3.6455 -0.01 0.00 -0.01
H -4.9299 -0.3026 -3.4468 0.00 -0.01 0.00
H -4.7073 1.7944 -2.1040 0.00 0.00 0.00
H -2.5250 2.3371 -1.0722 0.01 0.01 -0.01
F 2.6891 0.8532 5.4758 0.00 0.00 0.00
C 1.9572 0.5921 4.3852 -0.01 -0.01 -0.02
C 2.2881 -0.5015 3.6062 0.02 -0.01 0.01
C 1.5280 -0.7622 2.4798 0.01 0.01 -0.02
C 0.4530 0.0547 2.1316 0.02 0.02 0.02
C -0.3331 -0.2423 0.8930 0.07 -0.06 0.03
C 0.1452 1.1406 2.9474 0.00 0.01 -0.01
C 0.8933 1.4180 4.0792 0.00 0.02 0.02
H 3.1188 -1.1309 3.8940 0.00 0.00 0.00
H 1.7696 -1.6213 1.8631 0.00 0.00 0.00
H -1.3830 0.0812 0.9990 0.03 0.08 -0.02
H -0.3408 -1.3130 0.6790 -0.03 0.02 -0.08
H -0.6901 1.7834 2.6956 0.00 0.00 0.00
H 0.6631 2.2552 4.7234 0.00 0.00 0.00
I 0.0582 3.4442 -0.2133 -0.10 0.20 0.07
```
Positions in Å, forces in eV/Å.

The value obtained for the largest force on an atom is 0.79 eV/Å. Its LUMO energy (alpha / beta) is -5.005 / -5.309 eV. Its HOMO-LUMO gap (alpha / beta) is 6.37 / 6.01 eV. The net charge is +1. As for the expectation value of S²: 0.765. As for the spin multiplicity: 2. As for the molar mass: 601.46 g/mol.

***

Copy entry 4 word for word.
Computed, not measured: a structure of composition C3H2FO2Sc, with ωB97M-V/def2-TZVPD.

The geometry in XYZ format:
```
9
Properties=species:S:1:pos:R:3:forces:R:3
O 0.4044 -1.3066 -0.7725 1.78 1.33 2.82
C -1.9115 -0.7516 -2.1986 -0.84 2.16 1.13
C 0.4834 -0.7280 0.3122 -3.91 -2.62 -3.35
O -2.2180 0.2091 -1.6469 0.74 -2.15 -1.20
C 0.3730 0.6851 0.5250 2.83 1.12 1.44
F 0.1182 -1.4736 1.4278 1.16 0.73 -0.20
H 0.4077 1.3033 -0.3788 -0.56 -0.31 0.24
H -0.2454 0.9666 1.3842 -0.06 0.05 -0.48
Sc 2.5881 1.0957 1.3476 -1.13 -0.33 -0.40
```
Positions in Å, forces in eV/Å.

The value obtained for the largest force on an atom is 5.78 eV/Å. Its LUMO energy (alpha / beta) is -6.833 / -6.838 eV. Its HOMO-LUMO gap (alpha / beta) is 6.66 / 6.89 eV. The net charge is +1. As for the expectation value of S²: 0.754. As for the spin multiplicity: 2. As for the molar mass: 134.00 g/mol.

***

Q: Which formula does entry 5 have?
A: C2H4N2